This record from the Open Molecules 2025 dataset describes a cluster of 2 separate species, C4H5NO2S in total. The level of theory is wB97M-V/def2-TZVPD.

The calculation puts the energy above the lowest of the compared OMol25 structures with the same formula, charge and spin at 0.000 eV. Its LUMO energy (spin up / spin down) is 0.52 / -2.10 eV. For the HOMO energy (spin up / spin down), the calculation gives -6.03 / -9.81 eV. Its frontier orbital gap (spin up / spin down) is 0.24058 / 0.28349 Ha. The spin multiplicity is 3. The electronic energy comes out at -758.68133 hartree.

Each atom is followed by the atoms it is bonded to, with distances in Å.
Geometry (Å):
1 C -2.179 0.808 0.353  N5 1.212, O6 1.167
2 C 0.059 -1.674 -0.629  C3 1.252, O7 1.164
3 C -0.038 -0.544 -1.159  C2 1.252, S8 1.863, H9 1.021
4 C 1.840 -0.026 0.784  S8 1.826, H10 1.096, H11 1.110, H12 1.214
5 N -2.136 1.711 -0.454  C1 1.212, H13 1.033
6 O -2.438 -0.164 0.946  C1 1.167
7 O -0.055 -2.681 -0.056  C2 1.164
8 S 1.044 0.865 -0.598  C3 1.863, C4 1.826
9 H -0.458 -0.248 -2.041  C3 1.021
10 H 1.337 -0.095 1.755  C4 1.096
11 H 2.742 0.560 1.056  C4 1.110
12 H 2.006 -1.169 0.412  C4 1.214
13 H -1.724 2.655 -0.369  N5 1.033